# 1
Here is C49H43F10N4P2W as an isolated structure from OMol25. Energies are from wB97M-V/def2-TZVPD.

Each line ends with the Mulliken spin population.
Element x y z (Å)
W -0.62970 -0.40710 0.36300  0.00
C 2.44780 1.24430 0.76370  0.01
N 1.82380 0.39690 -0.25490  -0.01
C 2.12260 0.96740 -1.59600  0.01
C 2.08010 2.49390 -1.71790  -0.05
N 0.85070 3.03840 -1.22980  0.53
C 0.69510 4.34310 -1.12340  0.05
C 1.61490 5.39580 -1.43330  0.19
F 2.82010 5.10730 -1.96910  0.02
C 1.32820 6.72660 -1.20170  -0.07
F 2.24290 7.65920 -1.48210  -0.01
C 0.09570 7.11640 -0.67710  0.21
F -0.17330 8.40430 -0.44850  0.02
C -0.85100 6.13090 -0.39510  -0.08
F -2.05150 6.46610 0.09920  -0.01
C -0.55080 4.80800 -0.61260  0.14
F -1.48020 3.87190 -0.31630  0.00
C 2.45690 -0.92910 -0.20290  0.00
C 1.58910 -1.94490 -0.93420  0.00
N 0.35830 -2.09740 -0.16580  0.00
C 0.09010 -3.42760 0.09950  0.00
C 0.91430 -4.29310 0.83060  0.00
F 2.05640 -3.81960 1.34840  0.00
C 0.57420 -5.62900 1.00230  0.00
F 1.32920 -6.42190 1.75940  0.00
C -0.55600 -6.14690 0.37170  0.00
F -0.87850 -7.42870 0.52460  0.00
C -1.33700 -5.33200 -0.45140  0.00
F -2.34490 -5.85950 -1.14430  0.00
C -1.01270 -3.99080 -0.55420  0.00
F -1.66590 -3.14460 -1.38100  0.00
H 3.50550 1.42680 0.53740  0.00
H 2.38830 0.74600 1.72970  -0.01
H 1.92740 2.19900 0.80330  0.00
H 1.45120 0.52360 -2.33290  0.00
H 3.14810 0.68430 -1.87700  0.00
H 2.21790 2.73270 -2.78250  0.03
H 2.94530 2.91990 -1.19640  0.02
H 2.52360 -1.25610 0.84180  0.00
H 3.47060 -0.91250 -0.62890  0.00
H 2.13010 -2.89410 -1.01850  0.00
H 1.35290 -1.61450 -1.95640  0.00
C -2.97170 -2.12530 2.38520  0.03
C -2.13040 -1.37140 3.39840  0.00
P -0.45410 -0.85980 2.76770  0.00
C 0.66460 -2.13240 3.44290  0.00
C 1.94100 -1.73620 3.83660  0.00
C 2.81070 -2.64240 4.41110  0.00
C 2.42350 -3.96230 4.58140  0.00
C 1.16140 -4.36850 4.18050  0.00
C 0.28460 -3.46000 3.61080  0.00
C -0.11120 0.43490 4.01500  0.00
C 0.55050 1.60330 3.66610  0.00
C 0.88500 2.53920 4.63080  0.00
C 0.51380 2.33710 5.94800  0.00
C -0.16290 1.18020 6.30280  0.00
C -0.44950 0.22040 5.35060  0.00
P -2.90330 -1.43190 0.68110  -0.05
C -4.04910 0.09310 0.74840  -0.04
C -4.25800 2.29530 -0.55350  0.30
C -5.46380 2.69760 -0.08080  -0.16
C -6.49710 1.93950 0.49120  0.41
C -6.52050 0.56880 0.79440  -0.11
C -5.48230 -0.30330 0.85500  0.32
C -3.97480 -2.66250 -0.17570  0.02
C -4.13060 -3.96620 0.29560  0.01
C -4.99920 -4.84710 -0.32580  0.00
C -5.72520 -4.45370 -1.43460  0.00
C -5.55830 -3.17230 -1.93120  0.01
C -4.68520 -2.29390 -1.31760  -0.02
H -4.01970 -2.17640 2.70370  -0.01
H -2.58360 -3.14470 2.29990  0.00
H -1.99810 -1.99680 4.28690  0.00
H -2.63490 -0.44830 3.69870  0.00
H 2.24330 -0.70500 3.71600  0.00
H 3.78730 -2.31920 4.73750  0.00
H 3.10400 -4.67450 5.02320  0.00
H 0.86320 -5.39900 4.31130  0.00
H -0.69480 -3.79040 3.29310  0.00
H 0.77470 1.78230 2.62630  0.00
H 1.42770 3.43000 4.35360  0.00
H 0.74440 3.07930 6.69610  0.00
H -0.46350 1.02360 7.32770  0.00
H -0.93740 -0.69150 5.65730  0.00
H -3.63380 3.03120 -1.03640  0.03
H -5.68820 3.74690 -0.21990  0.00
H -7.41970 2.47200 0.67080  0.01
H -7.49670 0.16770 1.03440  0.00
H -5.69490 -1.33490 1.09930  0.02
H -3.57940 -4.33110 1.14810  0.00
H -5.10210 -5.84930 0.06060  0.00
H -6.40830 -5.13950 -1.91060  0.00
H -6.11180 -2.85070 -2.80010  0.00
H -4.57620 -1.30820 -1.73820  0.02
C -2.13610 2.80800 2.69220  0.00
C -2.50970 1.65810 1.81440  0.02
C -3.66090 0.98140 1.89500  0.06
C -3.65880 0.91880 -0.51010  0.06
C -2.15240 1.04290 -0.42270  0.02
C -1.28350 1.02840 -1.63510  -0.01
N -1.63240 1.32030 0.76950  0.01
H -2.35000 2.60480 3.73870  0.00
H -2.72610 3.67140 2.38470  0.00
H -1.08890 3.06150 2.57320  0.00
H -4.36130 1.13540 2.69850  -0.01
H -3.92960 0.39000 -1.43130  0.06
H -1.87730 1.02550 -2.54780  0.00
H -0.65590 0.07690 -1.64170  0.00
H -0.58630 1.88960 -1.61530  -0.02

Cartesian forces, eV/Å:
0.03 0.23 0.04
0.08 0.07 0.15
-0.18 0.06 0.07
-0.16 0.23 -0.32
0.36 -0.42 0.06
0.23 0.39 0.06
0.11 0.60 -0.02
0.56 0.05 -0.22
-0.70 0.20 0.33
0.42 0.20 -0.14
-0.35 -0.32 0.08
-0.14 0.39 0.10
0.19 -0.88 -0.18
-0.58 -0.05 0.24
0.55 -0.05 -0.21
-0.74 -0.54 0.29
0.59 0.93 -0.19
0.08 -0.76 -0.21
0.17 0.25 -0.20
0.57 -0.04 0.08
-0.18 -0.87 0.20
-0.32 0.24 -0.25
-0.15 -0.19 -0.11
-0.17 0.07 -0.22
0.00 -0.03 -0.04
0.05 0.34 -0.10
0.05 0.05 0.00
0.15 0.01 0.12
0.12 -0.02 0.07
0.29 0.48 -0.06
0.03 -1.06 -0.14
0.02 -0.03 0.00
-0.02 0.06 -0.05
0.03 0.00 0.16
0.03 -0.02 0.08
-0.15 -0.04 0.02
0.02 0.00 0.12
-0.11 0.02 -0.10
-0.02 0.10 -0.17
-0.05 0.19 0.09
-0.08 0.15 -0.01
0.18 -0.01 0.02
-0.12 -0.02 -0.02
-0.03 -0.03 0.07
-0.77 -0.33 -0.10
0.08 0.01 -0.14
-0.08 -0.05 -0.08
0.09 -0.09 -0.01
-0.04 -0.02 -0.01
0.01 -0.10 0.08
-0.07 0.20 0.07
0.12 0.14 -0.27
-0.03 -0.23 0.05
0.05 0.10 0.05
0.03 0.05 -0.07
-0.04 -0.05 0.08
0.00 0.12 -0.05
0.07 0.22 1.19
0.21 -0.17 -0.23
-0.02 -0.11 -0.01
0.18 0.21 -0.25
-0.14 0.15 0.03
-0.02 -0.47 0.08
-0.20 0.08 0.07
0.29 0.03 -0.27
0.01 0.22 0.16
-0.12 -0.02 -0.05
0.03 -0.01 0.05
-0.01 0.04 -0.06
0.05 0.01 0.02
0.14 -0.14 0.03
-0.13 0.06 -0.01
0.00 0.14 -0.06
0.14 -0.19 0.01
0.05 0.09 0.07
0.11 0.03 0.00
0.04 -0.05 0.06
-0.04 -0.05 0.00
-0.10 -0.04 0.04
0.06 0.04 -0.03
0.02 0.14 -0.04
0.05 0.07 0.08
0.01 -0.04 0.10
-0.04 -0.10 0.02
0.03 0.20 -0.06
-0.03 0.10 -0.03
-0.08 0.05 0.01
-0.07 -0.07 0.02
-0.11 -0.02 0.03
0.00 0.05 0.08
0.00 -0.10 0.04
-0.06 -0.07 -0.05
-0.04 0.03 -0.09
-0.02 0.05 -0.03
-0.04 0.07 -0.14
-0.87 -0.08 0.74
0.60 0.24 0.02
-0.18 -0.29 0.01
-0.09 0.41 -1.47
-0.02 0.64 0.63
0.27 0.04 0.47
0.05 -0.01 0.10
-0.04 0.12 0.01
0.00 0.04 0.07
-0.12 0.13 0.14
0.13 0.05 0.11
0.06 -0.35 -0.03
0.34 -0.29 -0.63
-0.40 -0.76 -0.07

As for the spin multiplicity: 3. Its net charge is +1. The LUMO energy (spin up / spin down) is -0.0943 / -0.1656 hartree. The orbital gap (spin up / spin down) is 0.248 / 0.177 Eh. Its HOMO energy (spin up / spin down) is -9.305 / -9.313 eV.


# 2
Here is a 3-piece molecular cluster, C49H44BBrINO9 overall from OMol25. Energies are from wB97M-V/def2-TZVPD.

Each line ends with the Löwdin charge.
Element x y z (Å)
C -2.75007 -2.71923 -0.95507  -0.16
C -2.19232 -3.16631 -2.46715  -0.26
C -0.72783 -3.87737 -2.24070  -0.24
C 0.14021 -4.07884 -3.64631  -0.19
C 1.71643 -3.70088 -3.33007  -0.23
C 2.81585 -4.61942 -4.11278  -0.21
C 3.90573 -5.39870 -3.17362  -0.20
C 4.48098 -4.56813 -1.89639  -0.17
C 4.57152 -5.37837 -0.48000  -0.01
C 5.87431 -5.18798 0.55237  -0.05
C 7.13896 -4.21901 0.16696  -0.17
C 7.85285 -3.46557 1.43576  -0.61
O 7.35288 -2.34503 2.02487  -0.09
Br 9.59338 -4.26311 2.09387  0.62
C 5.90290 -5.99355 2.01806  0.04
C 4.66208 -6.98508 2.52645  -0.09
C 4.63214 -7.75759 3.98552  -0.67
I 6.35576 -7.35713 5.27145  0.84
C 3.22271 -7.51886 4.79406  -0.30
C 3.38596 -7.01803 6.34525  -0.24
C 3.41770 -7.17222 1.48076  0.04
C 3.39205 -6.37984 0.04799  0.05
C 1.96896 -6.81818 -0.61013  -0.20
O 1.22422 -6.36963 -1.61693  0.01
N 1.33952 -7.98963 0.14064  0.13
B 1.55514 -9.29937 -0.63442  -0.44
O 0.49998 -10.35488 -0.52847  0.06
O 2.79241 -9.45207 -1.44960  0.07
C 2.03896 -8.04857 1.51152  -0.19
O 1.45141 -8.80581 2.43918  -0.01
H -2.66386 -3.57772 -0.16434  0.07
H -2.02997 -1.84957 -0.58061  0.06
H -3.87218 -2.31612 -1.02620  0.08
H -2.13875 -2.18724 -3.11110  0.11
H -2.96611 -3.95101 -2.85983  0.10
H -0.16390 -3.23082 -1.43503  0.10
H -0.94868 -4.92202 -1.70666  0.12
H -0.32006 -3.38203 -4.47983  0.11
H 0.11528 -5.22849 -3.94511  0.11
H 1.82380 -3.76070 -2.14736  0.09
H 1.96116 -2.56915 -3.60864  0.12
H 3.44222 -3.91237 -4.84236  0.11
H 2.25689 -5.38020 -4.84332  0.12
H 3.48498 -6.48513 -2.91307  0.11
H 4.84029 -5.62266 -3.88420  0.12
H 5.60183 -4.25163 -2.16386  0.11
H 3.93550 -3.54410 -1.66732  0.13
H 7.94301 -4.88052 -0.39370  0.13
H 6.83313 -3.36632 -0.59995  0.13
H 6.83822 -5.77947 2.68779  0.04
H 4.67233 -8.92256 3.72637  0.11
H 2.46991 -6.80606 4.20185  0.12
H 2.65418 -8.56775 4.84384  0.12
H 3.86671 -7.88359 6.98475  0.06
H 3.89569 -5.97356 6.48016  0.06
H 2.27784 -6.89390 6.77204  0.09
H 0.82172 -11.02344 0.14533  0.12
H 2.57509 -10.10336 -2.20296  0.14
C 2.84680 1.44316 2.06276  -0.06
C 2.32589 0.36435 1.34873  -0.06
C 1.08229 0.47516 0.72468  0.01
C 0.35113 1.66504 0.82505  -0.08
C 0.86095 2.73500 1.55949  -0.09
C 2.11720 2.62798 2.17030  0.01
C 0.07646 3.97714 1.71351  -0.28
O 0.52513 4.91880 2.35554  0.10
C -1.25927 4.06467 1.09043  -0.09
C -2.03805 5.21428 1.27685  0.01
C -3.29696 5.31072 0.68005  -0.05
C -3.77662 4.26646 -0.11009  -0.05
C -3.00532 3.11775 -0.29291  0.01
C -1.74812 3.01301 0.31684  -0.09
C -0.95530 1.77937 0.14674  -0.28
O -1.37811 0.85923 -0.54374  0.09
H 3.82009 1.36005 2.54142  0.11
H 2.88892 -0.56346 1.27560  0.11
H 0.68426 -0.36938 0.16458  0.12
H 2.52770 3.46397 2.73391  0.12
H -1.66960 6.03544 1.88967  0.12
H -3.90220 6.20209 0.83041  0.10
H -4.75416 4.34431 -0.58102  0.11
H -3.38844 2.30453 -0.90713  0.12
C -3.63255 10.23487 -3.72665  -0.06
C -3.29601 9.14962 -2.91795  -0.05
C -3.97527 8.93624 -1.71739  0.01
C -4.98671 9.81820 -1.31788  -0.08
C -5.30629 10.91701 -2.11450  -0.08
C -4.63551 11.11950 -3.32767  0.01
C -6.33705 11.88139 -1.67909  -0.28
O -6.62087 12.84493 -2.37999  0.10
C -7.01406 11.67269 -0.38364  -0.09
C -7.95177 12.61036 0.06837  0.01
C -8.60645 12.41376 1.28618  -0.06
C -8.33443 11.27880 2.04956  -0.06
C -7.39666 10.34592 1.60439  0.01
C -6.72812 10.54865 0.38977  -0.09
C -5.71202 9.57451 -0.05515  -0.28
O -5.46898 8.57912 0.61740  0.09
H -3.10951 10.39602 -4.66675  0.11
H -2.50561 8.46736 -3.22284  0.11
H -3.71070 8.08395 -1.09369  0.11
H -4.88902 11.96753 -3.96140  0.12
H -8.17227 13.49756 -0.52312  0.12
H -9.33037 13.14575 1.63776  0.11
H -8.84955 11.12173 2.99476  0.11
H -7.18590 9.46472 2.20809  0.12

Cartesian forces, eV/Å:
0.47 0.75 -0.48
-0.18 -0.29 1.82
-1.00 -0.15 -0.02
0.36 -0.11 1.12
-0.02 0.58 0.32
0.24 0.53 -0.71
0.24 -1.14 -1.07
1.15 0.30 0.73
-0.03 -1.64 3.20
-3.02 -2.28 1.61
0.18 -0.27 -0.59
-3.48 5.91 2.67
3.63 -8.12 -4.25
-1.76 0.74 -0.66
-3.07 -0.05 -2.66
0.00 1.83 -3.02
-1.50 -0.94 -1.81
-0.34 -0.16 -0.94
-1.05 -0.32 0.49
-1.54 -0.30 0.17
1.94 2.26 -1.52
1.66 -0.02 2.19
-3.20 0.91 -3.53
5.17 -2.16 5.71
4.06 1.27 0.72
-0.18 -1.48 -0.67
3.46 1.45 0.83
-4.03 -0.77 0.23
-2.53 -3.27 2.53
4.21 4.60 -5.14
-0.31 1.44 -1.67
-1.74 -1.69 -0.72
2.55 -0.91 0.28
-0.10 -2.08 1.04
1.55 1.61 0.27
-0.84 -1.14 -1.77
0.67 2.22 -1.30
1.00 -1.58 1.59
-0.12 2.57 0.45
-0.03 -0.13 -2.60
-0.78 -2.33 0.60
-1.37 -1.46 1.58
1.29 1.47 1.80
0.88 2.62 -0.14
-1.99 0.47 1.61
-2.46 -0.73 0.66
0.82 -2.23 -0.59
-1.54 1.34 1.35
0.43 -1.75 1.91
-2.11 -0.67 -1.24
0.16 2.67 0.57
1.97 -1.43 1.23
1.36 2.34 -0.22
-0.71 2.04 -1.27
-0.73 -2.22 -0.33
2.32 -0.27 -0.97
-0.64 0.96 -1.17
0.60 1.25 1.83
-0.25 0.26 -0.02
-0.34 0.14 -0.14
0.31 -0.05 0.14
0.51 -0.33 0.17
0.53 -0.34 0.12
0.15 -0.28 -0.02
0.53 1.11 0.76
-0.25 -0.55 -0.38
-0.56 0.34 -0.09
-0.29 0.01 -0.15
0.34 -0.06 0.11
0.30 -0.27 0.01
-0.18 0.25 0.04
-0.54 0.31 -0.14
-0.53 -1.12 -0.83
0.26 0.54 0.41
-0.19 0.03 -0.08
-0.11 0.16 0.01
-0.05 0.31 0.08
-0.26 -0.12 -0.16
0.06 -0.29 -0.14
0.09 -0.12 -0.01
0.18 -0.02 0.09
0.25 0.10 0.20
-0.26 0.16 0.20
-0.24 0.02 0.29
0.17 0.04 -0.29
0.44 -0.15 -0.41
0.43 -0.18 -0.43
0.23 -0.20 -0.07
-0.33 1.16 -0.87
0.17 -0.58 0.42
-0.43 0.22 0.48
-0.16 -0.04 0.29
0.24 -0.05 -0.33
0.26 -0.18 -0.21
-0.20 0.22 0.10
-0.43 0.17 0.45
0.30 -1.15 0.77
-0.12 0.52 -0.36
-0.11 -0.01 0.18
-0.16 0.11 0.07
-0.18 0.25 -0.06
-0.05 -0.15 0.29
0.17 -0.30 0.01
0.14 -0.13 -0.09
0.11 0.01 -0.18
0.08 0.18 -0.27

The LUMO energy is -0.0625 hartree. The orbital gap is 0.278 Eh. Its HOMO energy is -9.262 eV. The value obtained for the energy relative to the best compared isomer or geometry (same formula, charge and spin) is 395.1 kcal per mole.